# 1
{"formula": "C3H9N2O3", "method": "ωB97M-V/def2-TZVPD", "orbital_gap_ev": 8.6, "charge": -1, "fmax_ha_per_bohr": 0.039, "lumo_energy_ev": 4.195, "e_above_lowest_kj_mol": 50.3, "homo_energy_ha": -0.1616, "energy_ha": -455.015460, "elements": ["H", "H", "H", "C", "N", "H", "C", "H", "O", "O", "H", "C", "N", "H", "H", "O", "H"], "coordinates": [[1.961, 3.116, -0.587], [-2.771, -1.309, 1.961], [-1.269, -2.795, 0.393], [-2.090, -0.466, 1.718], [-1.492, -0.700, 0.370], [-1.369, -0.469, 2.560], [-0.645, -1.909, 0.216], [3.118, 1.902, -0.321], [1.330, 0.012, -0.379], [-0.081, 1.799, -0.511], [-2.622, 0.485, 1.716], [1.071, 1.258, -0.395], [2.168, 2.175, -0.213], [0.430, -1.256, -1.182], [0.229, -1.818, 0.912], [-0.201, -2.011, -1.098], [-0.847, 0.113, 0.128]], "lowdin_charge": [0.073, 0.058, 0.103, -0.158, -0.106, 0.057, -0.371, 0.042, -0.104, -0.105, 0.060, -0.749, 0.079, 0.043, 0.110, -0.099, 0.065]}

# 2
{"formula": "C5H10N", "method": "ωB97M-V/def2-TZVPD", "orbital_gap_ev": 10.6, "charge": 1, "fmax_ha_per_bohr": 0.076, "lumo_energy_ev": -4.392, "e_above_lowest_kj_mol": 276.6, "homo_energy_ha": -0.5508, "energy_ha": -250.899924, "elements": ["H", "C", "H", "C", "C", "N", "C", "H", "H", "H", "H", "C", "H", "H", "H", "H"], "coordinates": [[-2.476, -0.226, -0.030], [2.599, -0.186, -0.457], [2.395, 1.843, -1.461], [-1.448, 0.103, -0.079], [2.570, 0.979, -0.743], [-0.417, -0.520, 0.332], [-0.439, -1.662, 1.134], [0.331, -2.397, 0.882], [-1.884, 2.160, -0.216], [-0.210, -1.357, 2.104], [-1.450, 1.368, -1.763], [-1.248, 1.425, -0.642], [0.554, -0.030, 0.165], [-1.451, -2.215, 1.052], [2.790, -1.108, 0.048], [-0.217, 1.824, -0.326]], "lowdin_charge": [0.162, -0.007, 0.089, -0.068, 0.012, 0.009, -0.038, 0.106, 0.085, 0.089, 0.142, -0.024, 0.138, 0.150, 0.046, 0.110]}

# 3
{"formula": "C28H37BF2IN2O8PS3", "method": "ωB97M-V/def2-TZVPD", "orbital_gap_ev": 7.4, "fmax_ha_per_bohr": 0.121, "lumo_energy_ev": -1.299, "homo_energy_ha": -0.3189, "energy_ha": -3858.498684, "elements": ["H", "S", "O", "P", "H", "H", "H", "H", "H", "H", "H", "H", "C", "C", "H", "C", "H", "C", "C", "C", "C", "F", "H", "C", "H", "C", "C", "H", "C", "S", "C", "H", "H", "C", "B", "O", "H", "C", "C", "O", "H", "S", "O", "O", "C", "H", "F", "H", "N", "C", "C", "H", "H", "H", "H", "H", "O", "H", "C", "O", "N", "H", "H", "H", "C", "C", "O", "H", "C", "H", "C", "C", "H", "C", "H", "C", "H", "H", "H", "I", "C", "H", "C"], "coordinates": [[1.718, 2.492, 1.187], [0.787, 4.685, 0.461], [-1.219, 2.366, -5.311], [1.952, 2.168, -3.017], [4.884, -3.129, 3.833], [4.011, -0.893, -0.781], [-6.427, -1.825, 2.307], [4.892, 0.532, 2.594], [2.518, 0.826, -4.664], [-2.304, 6.090, 0.063], [-3.616, 1.654, -3.221], [4.662, 0.548, 0.016], [-0.921, 1.596, 0.300], [-1.486, 1.150, -5.099], [-4.494, 0.318, -4.123], [-3.853, -1.347, -1.763], [-4.684, -1.181, 2.663], [-0.432, 5.155, -0.862], [-0.416, 0.412, 3.599], [-0.769, 0.757, -2.767], [-5.345, -3.637, -1.615], [0.800, -1.616, -4.241], [2.385, 3.054, -0.430], [0.586, -0.848, 3.352], [4.397, -0.885, 3.491], [0.403, 1.603, -2.112], [4.645, -0.546, 0.041], [6.914, -0.582, 1.780], [-2.034, 0.771, -0.420], [-3.495, 0.296, 0.653], [-2.032, 0.324, -1.912], [-6.270, -4.254, 0.422], [-5.790, -4.559, -2.132], [-4.484, -2.621, -2.469], [-1.066, 1.961, 1.884], [-2.141, 2.719, 2.473], [4.057, -2.145, 1.356], [6.367, -1.026, 2.618], [-4.150, -1.198, -0.245], [1.997, 3.717, -2.954], [-3.119, -3.716, -4.402], [-4.327, -3.006, -4.265], [0.032, 1.500, 2.735], [-1.402, -1.787, -4.819], [0.305, 2.033, -0.591], [6.176, -4.326, 3.740], [-2.645, 0.642, -5.737], [3.134, 1.265, -1.333], [-3.091, -0.420, -2.627], [-5.014, -3.438, 2.969], [4.907, -0.565, 2.576], [-1.676, 3.481, 2.916], [0.589, -1.015, 2.211], [3.070, -0.702, 1.480], [-5.014, 0.670, -2.352], [6.830, -0.620, 3.527], [-3.866, -3.714, 3.397], [-0.214, 6.264, -1.123], [-5.631, -3.460, -0.090], [3.378, 1.588, -2.236], [-0.585, 0.422, -4.199], [7.651, -2.743, 2.575], [-2.207, 4.275, 0.364], [6.394, -2.874, 4.727], [-1.976, 5.088, -0.413], [-0.498, -1.015, -4.466], [2.054, 1.700, -4.646], [-1.519, 0.135, 3.480], [-5.007, -2.209, 0.611], [0.209, -1.784, 3.892], [6.574, -2.542, 2.593], [-4.123, 0.623, -3.067], [-0.177, 4.557, -1.803], [4.102, -1.052, 1.369], [6.168, -2.968, 1.669], [-5.296, -2.039, 2.182], [-0.249, 0.760, 4.695], [5.658, -0.910, -0.149], [1.653, -0.592, 3.713], [-6.570, -4.940, 3.351], [1.411, 2.928, 0.157], [-2.605, 4.853, -1.354], [5.969, -3.254, 3.794]], "lowdin_charge": [0.096, 0.822, 0.125, 0.668, 0.065, 0.071, 0.120, 0.111, 0.081, 0.081, 0.112, 0.070, 0.007, -0.306, 0.096, -0.191, 0.104, -0.510, -0.216, -0.054, -0.057, 0.035, 0.055, -0.070, 0.095, -0.064, -0.110, 0.102, -0.282, 0.951, -0.096, 0.048, 0.092, -0.458, -0.565, 0.073, 0.104, -0.227, -0.319, -0.328, -0.099, 0.694, -0.053, 0.098, -0.123, 0.070, 0.070, 0.033, -0.117, -0.734, -0.227, 0.135, 0.082, 0.085, 0.106, 0.111, -0.059, 0.087, -0.020, -0.192, 0.051, 0.105, 0.049, 0.076, -0.159, -0.295, -0.162, 0.121, -0.160, 0.083, -0.272, -0.055, 0.063, -0.263, 0.099, -0.153, 0.134, 0.075, 0.080, 0.772, -0.430, 0.082, -0.114]}

What did the first record say?
{"formula": "C3H9N2O3", "method": "ωB97M-V/def2-TZVPD", "orbital_gap_ev": 8.6, "charge": -1, "fmax_ha_per_bohr": 0.039, "lumo_energy_ev": 4.195, "e_above_lowest_kj_mol": 50.3, "homo_energy_ha": -0.1616, "energy_ha": -455.015460, "elements": ["H", "H", "H", "C", "N", "H", "C", "H", "O", "O", "H", "C", "N", "H", "H", "O", "H"], "coordinates": [[1.961, 3.116, -0.587], [-2.771, -1.309, 1.961], [-1.269, -2.795, 0.393], [-2.090, -0.466, 1.718], [-1.492, -0.700, 0.370], [-1.369, -0.469, 2.560], [-0.645, -1.909, 0.216], [3.118, 1.902, -0.321], [1.330, 0.012, -0.379], [-0.081, 1.799, -0.511], [-2.622, 0.485, 1.716], [1.071, 1.258, -0.395], [2.168, 2.175, -0.213], [0.430, -1.256, -1.182], [0.229, -1.818, 0.912], [-0.201, -2.011, -1.098], [-0.847, 0.113, 0.128]], "lowdin_charge": [0.073, 0.058, 0.103, -0.158, -0.106, 0.057, -0.371, 0.042, -0.104, -0.105, 0.060, -0.749, 0.079, 0.043, 0.110, -0.099, 0.065]}